Entry 1:
ORCA calculation (the ωB97M-V functional and the def2-TZVPD basis) on a single C6H6N2O2 molecule.

Each line ends with the Mulliken charge.
Element x y z (Å)
C (2.16222, -0.02678, 1.51833)  0.090
C (1.15704, -0.06773, 0.85981)  -1.373
C (0.14789, -0.09978, -0.16478)  1.773
C (-0.67068, 1.12760, 0.11691)  -1.429
N (-0.67306, -1.50520, -0.05959)  -0.291
C (-0.37961, -2.20815, -1.18988)  0.219
O (-0.72812, -3.35015, -1.35439)  -0.595
N (0.27403, -1.41182, -2.08773)  -0.021
C (0.72453, -0.22552, -1.59703)  0.094
O (1.34949, 0.55984, -2.19921)  -0.530
H (3.09544, -0.13384, 1.99289)  0.473
H (-1.36793, 1.36115, -0.81275)  0.304
H (0.00958, 1.96440, 0.22948)  0.371
H (-1.46107, 0.93200, 0.94177)  0.314
H (-0.70489, -1.75495, 0.92844)  0.333
H (0.64403, -1.94196, -2.84841)  0.268

Calculated values
Relative energy (zero: lowest compared OMol25 entry of this formula, charge and spin) (eV): 1.939
SMILES: C#C[C@]1(C)NC(=O)NC1=O
E (Eh): -492.1722



Entry 2:
ORCA calculation (the ωB97M-V functional and the def2-TZVPD basis) on a single C6H6N2O3S molecule.

Each line ends with the Mulliken charge.
Element x y z (Å)
C (-0.17362, -1.07049, 1.55854)  -1.864
C (0.17913, 0.26261, 1.03954)  0.846
C (-0.46191, 1.35333, 1.54244)  0.678
S (-1.88532, 1.19167, 2.55609)  -0.293
N (-0.08282, 2.57735, 1.12028)  -0.586
C (0.80406, 2.68846, 0.12633)  0.484
O (1.18589, 3.83127, -0.43268)  -0.503
N (1.33666, 1.61413, -0.46573)  -0.635
C (1.15938, 0.40790, 0.11371)  0.446
C (1.88200, -0.81098, -0.47248)  0.274
O (2.42651, -1.58114, 0.26676)  -0.475
O (1.91108, -0.87904, -1.85802)  -0.456
H (-1.00044, -1.11344, 2.24668)  0.485
H (-0.53134, -1.73477, 0.74969)  0.324
H (0.65900, -1.48083, 2.09440)  0.329
H (-2.08900, 2.51527, 2.43736)  0.191
H (1.95923, 3.51475, -0.95454)  0.388
H (2.24671, -1.76088, -2.14318)  0.367

Calculated values
Relative energy (zero: lowest compared OMol25 entry of this formula, charge and spin) (eV): 0.000
SMILES: Cc1c(S)nc(O)nc1C(=O)O
E (Eh): -965.6734



Entry 3:
ORCA calculation (the ωB97M-V functional and the def2-TZVPD basis) on a molecular structure, C6H6N2O4.

Each line ends with the Mulliken charge.
Element x y z (Å)
C (2.41916, 0.84315, -0.35710)  0.913
C (3.24603, 0.21430, 0.72923)  -0.249
C (1.63520, -0.34948, -0.81906)  -0.396
C (-1.81992, -0.82779, 0.12687)  0.012
C (-2.44658, -0.51355, -1.24316)  -0.372
C (-2.71589, 0.33341, 0.59054)  0.519
H (3.97814, 0.71118, 1.35070)  0.444
H (0.89673, -0.37129, -1.60254)  0.511
H (-0.12136, 0.16214, 0.22186)  0.313
H (-2.16433, -1.78896, 0.53521)  0.323
H (-3.01064, -1.31293, -1.73090)  0.259
H (-1.76465, -0.02462, -1.94756)  0.217
N (2.97772, -1.03119, 0.83903)  -0.435
N (1.94232, -1.38983, -0.15519)  -0.279
O (2.39674, 1.98554, -0.74713)  -0.495
O (-0.45437, -0.75955, 0.32670)  -0.413
O (-3.33913, 0.45243, -0.62008)  -0.334
O (-2.87352, 0.99302, 1.56831)  -0.538

Calculated values
Relative energy (zero: lowest compared OMol25 entry of this formula, charge and spin) (eV): 2.773
E (Eh): -642.5765



Entry 4:
ORCA calculation (the ωB97M-V functional and the def2-TZVPD basis) on a single C6H6N2O4 molecule.

Each line ends with the Mulliken charge.
Element x y z (Å)
C (0.66354, -1.24434, -0.93838)  -0.779
C (1.13704, -0.04485, -0.51867)  -0.088
C (0.41009, 1.02108, -0.01289)  -0.330
C (-0.91481, 1.09982, 0.26959)  -0.062
C (-1.73002, 0.02283, 0.50241)  -0.523
C (-3.14208, -0.02985, 0.29795)  0.066
N (-3.87409, 1.10955, -0.17609)  0.942
O (-3.24638, 1.86056, -0.91908)  -0.591
O (-4.96410, 1.26716, 0.29993)  -0.555
N (-3.89463, -1.22483, 0.48390)  0.929
O (-4.73689, -1.46899, -0.34723)  -0.543
O (-3.49933, -1.96418, 1.39366)  -0.586
H (-0.41396, -1.15511, -0.84065)  0.339
H (1.19767, -2.15182, -1.37876)  0.278
H (2.22438, 0.13498, -0.82963)  0.215
H (0.97001, 1.97079, 0.00730)  0.300
H (-1.45478, 2.05201, 0.33365)  0.370
H (-1.43890, -0.92034, 1.02295)  0.618

Calculated values
Relative energy (zero: lowest compared OMol25 entry of this formula, charge and spin) (eV): 7.772
SMILES: C=C/C=C\C=C([N+](=O)[O-])[N+](=O)[O-]
E (Eh): -642.3928



Entry 5:
ORCA calculation (the ωB97M-V functional and the def2-TZVPD basis) on a single C6H6N2O4S2 molecule.

Each line ends with the Mulliken charge.
Element x y z (Å)
C (0.29642, 1.02035, -2.35355)  -0.679
O (0.72309, 0.55833, -1.06199)  -0.275
C (0.30152, 1.28435, 0.02560)  0.616
O (-0.34604, 2.35316, -0.01524)  -0.681
C (0.81344, 0.84336, 1.32761)  -0.146
C (1.24571, 1.69024, 2.30406)  0.590
N (1.05708, 3.05426, 2.20228)  -0.433
S (2.15818, 0.95521, 3.62469)  -0.132
S (2.58163, -0.78351, 2.56821)  -0.138
C (1.14355, -0.55104, 1.62220)  0.591
C (0.51290, -1.72944, 1.21450)  -0.768
N (-0.67225, -1.89521, 0.51438)  0.986
O (-0.80194, -2.95456, -0.06500)  -0.601
O (-1.53212, -0.99007, 0.53142)  -0.558
H (0.61885, 0.37157, -3.19896)  0.238
H (0.68387, 2.00512, -2.51211)  0.308
H (-0.78694, 1.09272, -2.34742)  0.304
H (0.23957, 3.36637, 1.71165)  0.257
H (1.31256, 3.55233, 3.03893)  0.206
H (1.03448, -2.65999, 1.45228)  0.314

Calculated values
Relative energy (zero: lowest compared OMol25 entry of this formula, charge and spin) (eV): 0.000
SMILES: COC(=O)C1=C(N)SS/C1=C/[N+](=O)[O-]
E (Eh): -1438.9639



Entry 6:
ORCA calculation (the ωB97M-V functional and the def2-TZVPD basis) on a single C6H6N2OS molecule.

Each line ends with the Mulliken charge.
Element x y z (Å)
C (-0.44214, 0.10981, -2.60865)  -0.127
C (-1.10995, -0.59230, -1.61506)  -0.487
C (0.85029, 0.30200, -2.19197)  -0.337
C (-0.18480, -0.59681, -0.50087)  0.583
C (-0.12902, 1.16613, 2.49194)  0.072
C (0.54238, -0.95528, 1.67605)  -0.167
N (0.65003, 0.17022, 2.58552)  -0.550
N (-0.47374, -0.89922, 0.76894)  -0.603
O (1.04460, -0.02873, -0.89039)  -0.268
S (-1.29851, 1.55913, 1.43723)  -0.125
H (-0.93006, 0.21947, -3.62769)  0.311
H (-2.15159, -0.87133, -1.62425)  0.415
H (1.56588, 1.08373, -2.54647)  0.339
H (0.16854, 2.09005, 2.95878)  0.336
H (1.56355, -1.10035, 1.16401)  0.272
H (0.33455, -1.65654, 2.52289)  0.335

Calculated values
Relative energy (zero: lowest compared OMol25 entry of this formula, charge and spin) (eV): 3.948
E (Eh): -815.0103



Entry 7:
ORCA calculation (the ωB97M-V functional and the def2-TZVPD basis) on a gas-phase ion, C6H6N3 (charge +1).

Each line ends with the Mulliken spin population.
Element x y z (Å)
C (-1.05341, 1.45349, -1.04658)  0.452
C (-0.54231, 1.10429, 0.15118)  0.555
C (-0.78628, 0.37901, -2.01125)  0.105
C (1.44201, 0.17685, 0.40392)  0.096
C (0.81169, -1.37511, 1.77338)  0.011
C (0.11237, -0.28077, -0.11136)  0.026
N (-0.22973, -0.63966, -1.43478)  0.542
N (1.81591, -0.43175, 1.46576)  0.049
N (-0.14125, -1.33782, 0.91372)  0.092
H (-1.73346, 2.23633, -1.13702)  0.021
H (-0.52462, 1.54392, 1.09816)  0.023
H (-1.12399, 0.32376, -3.01187)  0.013
H (1.92857, 1.02604, -0.10971)  0.015
H (0.97293, -2.25892, 2.55409)  0.004
H (-0.94844, -1.91967, 0.50236)  -0.006

Calculated values
Relative energy (zero: lowest compared OMol25 entry of this formula, charge and spin) (eV): 0.000
Net charge: +1
E (Eh): -396.0314
Multiplicity: 3



Entry 8:
ORCA calculation (the ωB97M-V functional and the def2-TZVPD basis) on a gas-phase ion, C6H6N3O (charge +1).

Each line ends with the Mulliken charge.
Element x y z (Å)
O (-3.14431, -0.21630, -0.71657)  -0.496
C (-2.03943, -0.12419, -0.22489)  0.356
C (-1.16562, 1.14286, 0.07721)  -0.324
N (0.19823, 0.49190, 0.36835)  -0.043
C (1.40170, 0.88077, -0.15148)  0.129
C (2.47610, 0.08877, -0.72000)  -0.740
C (1.93322, -1.16724, -0.51276)  0.588
N (0.98203, -1.70146, 0.04017)  -0.313
C (-0.05033, -0.96611, 0.73558)  -0.077
N (-1.29765, -1.20888, 0.33429)  -0.136
H (-1.17150, 1.83872, -0.90283)  0.327
H (-1.42998, 1.76166, 0.95535)  0.282
H (1.45664, 2.01530, -0.23408)  0.409
H (3.45900, 0.43869, -0.88388)  0.425
H (0.15744, -1.21793, 1.81672)  0.328
H (-1.76551, -2.05655, 0.01882)  0.285

Calculated values
Relative energy (zero: lowest compared OMol25 entry of this formula, charge and spin) (eV): 3.926
SMILES: O=C1C[N+]2=CC=C=N[C@@H]2N1
Net charge: +1
E (Eh): -471.3504